C36H55As3NO8PSe3Si3Tl as an isolated structure, computed with the ωB97M-V functional and the def2-TZVPD basis.

```
111
Properties=species:S:1:pos:R:3:lowdin_charge:R:1
Tl -0.77 -0.82 1.31 0.229
Se -1.46 -3.13 3.16 0.421
Se -0.89 1.26 3.70 0.192
Se -3.59 0.70 1.29 0.245
As 2.90 -0.39 1.64 0.799
As -1.02 0.56 -6.11 1.290
As -0.77 0.16 -2.55 1.299
P -3.00 0.99 3.34 0.092
Si 4.24 -2.13 2.47 0.237
Si 3.38 1.46 2.97 0.222
Si 3.91 0.20 -0.38 0.233
O -0.41 -3.04 -6.43 0.123
O 1.35 -1.68 -6.74 -0.047
O 0.17 -2.64 -2.10 -0.103
O 1.27 -3.08 -4.02 0.118
O -4.03 1.41 -1.85 -0.076
O -4.77 1.66 -4.76 0.138
O -3.62 1.86 -6.67 -0.106
O -4.27 -0.59 -2.74 0.143
N 1.07 -4.17 1.98 0.027
C -3.67 0.44 -2.70 -0.576
C -3.40 3.16 5.08 -0.114
C 3.13 -0.86 -1.70 -0.217
C 0.21 -2.06 -6.14 -0.595
C 0.53 -2.39 -3.36 -0.534
C -5.44 4.42 5.22 -0.103
C 1.91 -2.67 -7.61 -0.039
C 3.45 -2.77 4.02 -0.213
C -3.94 2.39 4.06 -0.385
C 0.32 1.69 -3.15 -0.294
C 5.16 2.07 2.85 -0.216
C -4.54 -1.30 3.88 -0.133
C -4.15 4.18 5.66 -0.093
C 6.00 -1.60 2.89 -0.218
C -0.26 -1.00 -5.19 -0.297
C 2.28 2.88 2.44 -0.231
C 5.78 0.01 -0.44 -0.218
C -3.60 -1.56 6.49 -0.087
C 4.30 -3.45 1.15 -0.224
C -0.13 -1.14 -3.87 -0.277
C -3.20 2.56 -1.72 -0.090
C -5.24 2.64 3.62 -0.110
C -4.77 2.51 -7.22 -0.038
C -2.43 0.59 -3.55 -0.293
C -3.76 1.46 -5.39 -0.501
C 3.49 1.99 -0.78 -0.227
C -5.99 3.65 4.20 -0.091
C -4.54 -2.46 5.99 -0.096
C -5.00 -2.33 4.69 -0.092
C 0.74 -3.80 -1.47 -0.011
C -2.50 0.85 -4.86 -0.302
C 3.03 0.99 4.74 -0.221
C -3.61 -0.40 4.38 -0.415
C -3.14 -0.53 5.68 -0.113
C 0.08 -3.78 2.44 -0.963
C -1.95 -0.48 -7.49 -0.281
H 6.52 -1.17 2.04 0.006
H 3.77 2.22 -1.81 0.031
H 2.16 -3.56 -7.04 0.100
H 3.74 0.26 5.12 0.013
H 5.31 2.96 3.46 0.029
H -2.50 0.21 -8.13 0.013
H 1.20 -2.94 -8.39 0.091
H 2.21 3.61 3.25 0.035
H 4.03 2.69 -0.13 0.010
H -4.50 2.77 -8.24 0.091
H -4.88 -1.21 2.86 0.057
H -5.65 2.04 2.81 0.069
H 3.45 -0.59 -2.71 0.044
H 2.42 2.18 -0.67 0.024
H 4.91 -4.29 1.49 0.032
H 5.88 1.31 3.18 0.007
H 1.27 2.55 2.22 -0.027
H -2.29 2.31 -1.17 0.059
H 3.52 -2.06 4.85 0.014
H 2.04 -0.73 -1.63 0.003
H -2.38 0.15 6.05 0.079
H 4.73 -3.08 0.21 0.008
H 0.32 1.86 -4.23 -0.024
H 6.57 -2.47 3.23 0.029
H -5.01 3.40 -6.65 0.096
H -3.77 3.27 -1.14 0.096
H -6.03 5.21 5.67 0.095
H 6.17 0.39 -1.39 0.029
H -2.62 -1.22 -7.06 0.050
H 1.77 -3.93 -1.80 0.087
H -2.38 2.98 5.40 0.056
H 6.01 -0.87 3.70 0.011
H 3.95 -3.70 4.33 0.036
H 2.40 -3.01 3.84 0.003
H 5.41 2.32 1.81 0.007
H 6.06 -1.04 -0.36 0.017
H -4.88 -3.28 6.61 0.097
H 1.34 1.48 -2.82 0.000
H -6.99 3.84 3.86 0.098
H 2.68 3.40 1.56 0.009
H -3.22 -1.67 7.49 0.099
H 2.80 -2.22 -8.04 0.090
H 3.33 -1.92 -1.55 0.025
H -1.20 -0.99 -8.09 0.023
H -5.62 1.84 -7.21 0.098
H -2.96 2.99 -2.70 0.093
H -0.03 2.58 -2.64 0.025
H 6.26 0.56 0.37 0.011
H 0.16 -4.67 -1.74 0.104
H 0.70 -3.63 -0.40 0.052
H -5.71 -3.05 4.29 0.102
H 3.29 -3.82 0.98 -0.008
H 3.08 1.88 5.38 0.032
H 2.02 0.57 4.84 0.009
H -3.72 4.78 6.45 0.097
```

Summary:
* gap between HOMO and LUMO: 6.35 eV
* relative energy (zero: lowest compared OMol25 entry of this formula, charge and spin): 0.077 eV
* lowest unoccupied orbital energy: 1.655 eV
* charge: -1
* M: 1411.1 g/mol


C3H6O2 in the gas phase, computed with the ωB97M-V functional and the def2-TZVPD basis.

```
11
Properties=species:S:1:pos:R:3:nbo_charge:R:1
O 0.94 0.76 0.25 -0.509
O -1.34 0.79 -0.15 -0.488
C -0.29 0.68 0.85 0.215
C -1.95 -0.26 -0.62 0.127
C 1.21 -0.32 -0.63 -0.268
H -0.39 1.55 1.51 0.189
H 2.20 -0.15 -1.04 0.206
H 0.48 -0.36 -1.45 0.182
H -0.45 -0.27 1.38 0.142
H -1.58 -1.14 0.00 0.030
H 1.18 -1.28 -0.10 0.173
```

Summary:
* gap between HOMO and LUMO: 9.43 eV
* relative energy (zero: lowest compared OMol25 entry of this formula, charge and spin): 4.298 eV
* lowest unoccupied orbital energy: 0.670 eV
* charge: 0
* M: 74.1 g/mol


C36H39ClNiP2 as an isolated structure in a non-equilibrium geometry, computed with the ωB97M-V functional and the def2-TZVPD basis.

```
79
Properties=species:S:1:pos:R:3:lowdin_charge:R:1
Ni -0.11 0.13 -0.73 -0.033
Cl -1.20 -0.42 2.28 0.521
P -1.59 -0.59 -2.04 0.969
P 1.67 0.04 -1.85 0.952
C 4.08 -3.11 -0.85 -0.080
C 5.53 -1.36 -1.66 -0.083
C -1.07 1.41 -7.85 -0.200
C -2.30 2.09 -2.42 -0.089
C 0.37 1.90 -7.54 -0.183
C -3.20 3.14 -2.54 -0.083
C -4.57 2.88 -2.64 -0.090
C -2.50 -2.12 -1.68 -0.330
C 2.37 2.73 -1.23 -0.081
C 1.17 -0.30 -6.67 -0.109
C -1.82 -0.47 -6.37 -0.145
C -1.53 0.40 0.76 -0.641
C -2.76 0.76 -2.38 -0.329
C 2.48 2.06 -3.55 -0.090
C 4.43 -0.55 -1.92 -0.073
C 3.09 4.32 -2.91 -0.082
C -1.81 0.84 -6.68 -0.093
C 2.81 4.01 -1.58 -0.081
C 5.37 -2.64 -1.12 -0.084
C -0.48 -0.81 -3.44 -0.359
C -3.62 -4.07 -2.59 -0.079
C 1.20 1.04 -6.65 -0.105
C 2.24 1.74 -2.21 -0.315
C -3.57 -3.71 -0.20 -0.081
C -5.03 1.57 -2.60 -0.087
C -1.07 -1.51 -7.14 -0.183
C 2.90 3.34 -3.90 -0.072
C -2.87 -2.91 -2.78 -0.090
C 3.14 -1.02 -1.64 -0.329
C -4.14 0.51 -2.45 -0.082
C -3.99 -4.46 -1.30 -0.086
C 0.35 -1.11 -7.64 -0.189
C 0.87 -0.64 -3.33 -0.358
C 1.46 0.29 0.44 -0.199
C -2.81 -2.55 -0.38 -0.078
C 2.96 -2.31 -1.11 -0.083
H 0.89 2.04 -8.51 0.119
H -2.55 0.16 0.49 -0.010
H -5.28 3.71 -2.73 0.102
H 6.23 -3.27 -0.91 0.104
H -2.55 -2.61 -3.78 0.090
H 2.12 2.52 -0.19 0.081
H 1.36 -0.65 1.00 0.033
H 0.29 2.90 -7.10 0.106
H 2.30 1.31 -4.31 0.067
H 4.58 0.45 -2.33 0.104
H -2.43 1.55 -6.14 0.105
H -2.51 -0.84 -5.60 0.090
H -1.65 -1.81 -8.03 0.118
H -2.85 4.17 -2.54 0.102
H -2.46 -1.99 0.49 0.054
H -4.51 -0.52 -2.36 0.099
H 1.85 -0.90 -6.05 0.094
H 1.96 -2.67 -0.89 0.112
H 0.26 -0.59 -8.59 0.093
H -6.10 1.36 -2.67 0.102
H -1.36 1.48 0.91 0.022
H 3.93 -4.10 -0.43 0.104
H -1.23 2.30 -2.30 0.100
H 3.44 5.31 -3.18 0.103
H 1.99 1.58 -6.12 0.075
H 1.00 1.11 1.01 0.035
H 6.54 -0.99 -1.86 0.102
H 2.52 0.52 0.33 0.030
H 0.90 -2.04 -7.85 0.112
H -3.91 -4.65 -3.46 0.100
H 2.92 4.77 -0.81 0.103
H -1.63 2.28 -8.22 0.110
H 3.09 3.58 -4.94 0.102
H -0.95 -1.06 -4.40 0.009
H -3.85 -4.04 0.80 0.106
H -1.03 0.69 -8.68 0.093
H 1.52 -0.96 -4.16 0.038
H -4.58 -5.37 -1.16 0.103
H -0.97 -2.42 -6.54 0.104
```

Summary:
* gap between HOMO and LUMO (alpha / beta): 5.03 / 6.53 eV
* relative energy (zero: lowest compared OMol25 entry of this formula, charge and spin): 0.000 eV
* lowest unoccupied orbital energy (alpha / beta): 0.663 / -1.637 eV
* charge: 0
* spin multiplicity: 3
* M: 627.8 g/mol


C10H22N2O2Si in the gas phase in a non-equilibrium geometry, computed with the ωB97M-V functional and the def2-TZVPD basis.

```
37
Properties=species:S:1:pos:R:3:nbo_charge:R:1
Si -0.15 -0.82 -0.07 2.033
O 1.49 0.92 1.51 -0.643
O 0.79 -2.77 -2.04 -0.622
N 1.02 -0.53 -1.41 -0.867
N -0.63 0.71 0.81 -0.845
C 0.42 -2.08 1.18 -1.213
C 1.48 -1.75 -1.94 0.707
C -2.11 1.06 0.91 -0.211
C 0.74 1.96 -1.80 -0.633
C 0.32 1.33 1.62 0.702
C -0.09 2.42 2.54 -0.718
C 2.95 -1.80 -2.28 -0.716
C -1.66 -1.58 -0.89 -1.176
C -3.02 0.30 1.86 -0.628
C 1.71 0.76 -1.60 -0.227
H 3.12 -2.37 -3.22 0.242
H 0.00 1.91 -0.98 0.218
H -4.06 0.53 1.65 0.225
H 0.67 2.55 3.21 0.243
H 3.30 -0.78 -2.20 0.214
H -0.20 3.36 2.01 0.245
H 2.42 0.76 -2.47 0.202
H 0.16 1.97 -2.68 0.211
H 1.37 -1.80 1.55 0.249
H 3.43 -2.35 -1.51 0.242
H -2.47 -2.07 -0.27 0.237
H 0.46 -3.12 0.73 0.262
H 1.16 2.99 -1.73 0.220
H -0.96 2.02 3.18 0.229
H 2.26 0.84 -0.65 0.230
H -2.68 0.54 2.86 0.202
H -1.46 -2.38 -1.59 0.285
H -0.10 -2.36 2.14 0.259
H -2.17 -0.72 -1.36 0.219
H -2.50 0.97 -0.09 0.202
H -2.90 -0.78 1.83 0.221
H -2.09 2.15 1.17 0.201
```

Summary:
* gap between HOMO and LUMO: 9.91 eV
* SMILES: CCN(C(C)=O)[Si](C)(C)N(CC)C(C)=O
* lowest unoccupied orbital energy: 0.747 eV
* charge: 0
* M: 230.4 g/mol


A 2-piece molecular cluster, C9H14O overall in a non-equilibrium geometry, computed with the ωB97M-V functional and the def2-TZVPD basis.

```
24
Properties=species:S:1:pos:R:3:nbo_charge:R:1
O -2.80 -0.63 2.89 -0.690
C 2.14 0.93 0.55 -0.631
C 0.79 -0.17 2.34 -0.186
C -1.61 -0.33 2.26 0.288
C 0.83 0.50 1.11 -0.048
C -0.28 0.38 -3.01 -0.610
C -0.41 -0.54 2.93 -0.258
C -0.38 0.65 0.45 -0.194
C -1.60 0.29 1.01 -0.272
C 0.35 -1.01 -2.89 -0.617
H 0.37 -1.51 -3.87 0.205
H -1.33 0.36 -2.71 0.206
H 1.69 -0.48 2.85 0.207
H -0.40 -0.91 3.95 0.223
H 0.28 1.11 -2.44 0.199
H -3.38 -1.11 2.30 0.479
H 2.86 1.24 1.30 0.222
H 2.66 0.08 0.08 0.217
H 1.38 -0.98 -2.56 0.204
H -2.51 0.28 0.43 0.211
H -0.33 1.19 -0.49 0.211
H -0.28 0.72 -4.05 0.207
H -0.12 -1.69 -2.19 0.210
H 2.08 1.64 -0.27 0.217
```

Summary:
* gap between HOMO and LUMO: 9.41 eV
* SMILES: Cc1ccc(O)cc1.CC
* relative energy (zero: lowest compared OMol25 entry of this formula, charge and spin): 0.475 eV
* lowest unoccupied orbital energy: 0.862 eV
* charge: 0
* M: 138.2 g/mol